This record from the OMol25 dataset describes a cluster of 12 separate species, C84H125F6N19O14S6 in total. The level of theory is wB97M-V/def2-TZVPD.

Output
HOMO energy: -13.49 eV
total charge: +6
LUMO energy: -12.500 eV
energy: -8355.016118 Ha

Last column: Mulliken charge in e.
Atoms and positions in Å:
C1 -9.726 4.263 -0.487  -1.73
C2 -8.612 4.483 0.536  1.41
C3 -9.028 3.682 1.846  -1.18
C4 -8.791 2.146 1.661  -1.10
C5 -7.394 1.860 1.052  -1.18
C6 -6.972 2.722 -0.206  1.20
N1 -7.260 4.140 0.063  1.12
O1 -6.745 5.043 -0.959  -0.43
C7 -7.581 2.155 -1.664  -1.33
C8 -5.419 2.393 -0.292  -2.44
C9 -8.612 5.917 1.107  -1.85
H1 -10.058 3.232 -0.602  0.34
H2 -9.492 4.482 -1.529  0.37
H3 -10.644 4.823 -0.309  0.46
H4 -10.112 3.741 1.946  0.44
H5 -8.422 3.989 2.698  0.43
H6 -9.567 1.759 1.000  0.39
H7 -8.834 1.617 2.613  0.44
H8 -7.226 0.804 0.843  0.50
H9 -6.732 2.076 1.890  0.38
H10 -7.394 2.927 -2.411  0.39
H11 -8.642 2.023 -1.455  0.35
H12 -7.131 1.258 -2.090  0.36
H13 -4.871 3.090 -0.926  0.68
H14 -5.260 1.342 -0.534  0.69
H15 -4.953 2.602 0.670  0.39
H16 -8.886 6.696 0.395  0.43
H17 -7.669 6.263 1.530  0.29
H18 -9.381 6.164 1.839  0.45
C10 1.697 0.338 -2.065  -0.91
C11 1.053 0.834 -0.748  2.73
C12 -0.321 1.493 -1.175  -0.18
C13 -1.304 1.712 0.009  0.66
C14 -1.476 0.351 0.808  -0.67
C15 -0.084 -0.197 1.361  2.51
N2 0.834 -0.361 0.150  0.91
O2 2.085 -1.052 0.543  -0.09
C16 -0.453 -1.578 1.945  -0.65
C17 0.428 0.746 2.582  -0.63
C18 1.957 1.980 -0.144  -0.16
H19 2.772 0.224 -1.926  0.10
H20 1.495 0.922 -2.963  0.07
H21 1.298 -0.626 -2.380  -0.39
H22 -0.841 0.772 -1.806  -1.10
H23 -0.224 2.363 -1.825  0.08
H24 -2.272 2.108 -0.297  0.66
H25 -0.959 2.494 0.685  -1.04
H26 -1.837 -0.344 0.051  -0.99
H27 -2.327 0.427 1.484  0.10
H28 -0.626 -1.555 3.021  -0.20
H29 0.340 -2.316 1.822  -0.56
H30 -1.258 -2.164 1.503  0.35
H31 -0.040 0.641 3.561  0.41
H32 0.608 1.778 2.281  -0.36
H33 1.437 0.391 2.792  -0.61
H34 1.457 2.552 0.638  -0.24
H35 2.409 2.638 -0.886  -0.27
H36 2.841 1.541 0.318  -0.64
C19 -5.084 -1.305 2.859  -1.26
C20 -3.697 -1.010 3.501  0.43
N3 -3.553 -1.648 4.846  0.39
C21 -3.544 -3.009 5.160  -0.40
C22 -3.320 -3.160 6.549  -0.58
N4 -3.065 -1.936 7.040  0.11
C23 -3.320 -0.993 6.027  -0.30
C24 -2.670 -1.509 8.380  -0.83
H37 -5.127 -1.005 1.812  0.31
H38 -5.831 -0.731 3.406  0.45
H39 -5.357 -2.361 2.864  0.35
H40 -3.602 0.059 3.691  0.31
H41 -2.901 -1.510 2.949  -0.36
H42 -3.761 -3.730 4.386  0.57
H43 -3.286 -4.015 7.208  0.53
H44 -3.166 0.075 6.073  0.42
H45 -2.243 -2.389 8.862  0.34
H46 -3.641 -1.187 8.757  0.40
H47 -1.986 -0.662 8.335  0.28
C25 -0.634 -6.868 5.710  -1.10
C26 -0.822 -5.896 4.531  -0.08
N5 0.250 -4.984 4.459  0.57
C27 1.525 -5.164 3.960  -0.64
C28 2.217 -3.937 4.107  -0.52
N6 1.401 -3.023 4.710  0.34
C29 0.203 -3.688 4.927  -0.60
C30 1.734 -1.636 4.957  -0.84
H48 -0.908 -6.412 6.661  0.31
H49 0.381 -7.265 5.675  0.35
H50 -1.353 -7.669 5.539  0.42
H51 -1.836 -5.498 4.546  -0.02
H52 -0.873 -6.406 3.569  0.10
H53 1.797 -6.133 3.569  0.71
H54 3.230 -3.754 3.780  0.46
H55 -0.651 -3.235 5.408  0.52
H56 2.302 -1.520 5.880  0.57
H57 0.808 -1.095 5.153  0.28
H58 2.308 -1.235 4.122  0.05
C31 0.592 5.389 0.186  -0.27
C32 -0.240 5.712 1.441  -1.13
N7 -1.684 5.735 1.123  0.32
C33 -2.640 4.705 1.122  -0.53
C34 -3.817 5.366 0.748  -0.57
N8 -3.658 6.727 0.564  0.25
C35 -2.354 6.959 0.967  -0.32
C36 -4.654 7.755 0.201  -0.62
H59 1.610 5.177 0.514  0.36
H60 0.624 6.220 -0.518  0.54
H61 0.342 4.461 -0.329  -0.24
H62 0.123 6.575 1.999  0.54
H63 -0.046 4.908 2.152  0.27
H64 -2.362 3.733 1.502  0.87
H65 -4.808 4.946 0.656  0.31
H66 -1.862 7.920 0.988  0.39
H67 -4.239 8.758 0.298  0.29
H68 -5.464 7.648 0.922  0.30
H69 -5.119 7.454 -0.738  0.32
C37 0.917 4.557 -3.425  -0.72
N9 1.511 5.238 -4.576  0.31
C38 2.305 6.316 -4.335  -0.27
C39 2.666 7.126 -5.408  -0.79
C40 2.383 6.738 -6.737  0.87
C41 1.623 5.550 -6.930  -0.84
C42 1.226 4.784 -5.792  -0.20
C43 2.715 7.673 -7.776  0.57
C44 2.386 9.067 -7.771  -0.82
C45 2.668 9.855 -8.854  -0.08
N10 3.303 9.383 -9.939  0.03
C46 3.720 8.114 -9.963  -0.34
C47 3.328 7.204 -8.927  -0.65
C48 3.777 10.322 -10.951  -0.88
H70 1.669 4.654 -2.643  0.13
H71 0.608 3.523 -3.577  -0.02
H72 0.100 5.167 -3.039  0.48
H73 2.518 6.590 -3.312  0.45
H74 3.289 7.985 -5.206  0.57
H75 1.202 5.337 -7.902  0.53
H76 0.560 3.933 -5.792  0.74
H77 1.922 9.459 -6.878  0.50
H78 2.500 10.921 -8.809  0.38
H79 4.383 7.908 -10.790  0.48
H80 3.682 6.184 -8.900  0.52
H81 4.854 10.176 -11.037  0.42
H82 3.612 11.314 -10.531  0.30
H83 3.175 10.142 -11.842  0.33
C49 5.018 -7.784 -4.059  -0.94
N11 3.745 -7.131 -3.834  0.22
C50 3.729 -5.781 -3.959  -1.01
C51 2.560 -5.096 -3.527  -0.90
C52 1.409 -5.783 -3.074  1.12
C53 1.471 -7.182 -3.132  -0.28
C54 2.700 -7.825 -3.367  -0.58
C55 0.218 -4.966 -2.631  1.04
C56 -1.111 -5.495 -2.847  -0.97
C57 -2.284 -4.880 -2.330  -0.54
N12 -2.101 -3.656 -1.829  0.43
C58 -0.891 -3.031 -1.808  -0.17
C59 0.282 -3.698 -2.147  -0.54
C60 -3.288 -2.833 -1.389  -1.08
H84 4.840 -8.857 -3.986  0.32
H85 5.716 -7.466 -3.285  0.36
H86 5.337 -7.559 -5.076  0.39
H87 4.657 -5.322 -4.266  0.69
H88 2.584 -4.038 -3.742  0.63
H89 0.653 -7.765 -2.735  0.40
H90 2.923 -8.845 -3.089  0.36
H91 -1.145 -6.494 -3.257  0.77
H92 -3.298 -5.250 -2.361  0.57
H93 -0.919 -2.010 -1.455  -0.12
H94 1.210 -3.160 -2.026  0.66
H95 -3.607 -2.341 -2.308  0.52
H96 -2.943 -2.131 -0.629  0.12
H97 -4.079 -3.544 -1.148  0.37
C61 -1.840 -10.976 1.960  -0.98
N13 -0.857 -9.927 1.455  0.01
C62 -1.350 -8.829 0.845  -0.44
C63 -0.500 -7.805 0.323  -0.71
C64 0.905 -7.955 0.574  0.82
C65 1.321 -9.123 1.214  -0.92
C66 0.441 -10.145 1.622  -0.68
C67 1.841 -6.818 0.395  1.52
C68 1.411 -5.504 0.585  -0.99
C69 2.317 -4.504 0.342  -0.13
N14 3.557 -4.763 -0.128  0.75
C70 4.024 -6.041 -0.288  -1.54
C71 3.110 -7.036 0.002  -0.63
C72 4.565 -3.726 -0.373  -1.19
H98 -2.872 -10.812 1.650  0.32
H99 -1.748 -11.212 3.020  0.35
H100 -1.581 -11.899 1.440  0.41
H101 -2.427 -8.886 0.787  0.43
H102 -1.032 -6.992 -0.148  0.53
H103 2.379 -9.160 1.424  0.52
H104 0.853 -11.029 2.086  0.48
H105 0.421 -5.244 0.930  0.90
H106 2.087 -3.454 0.444  -0.33
H107 5.059 -6.214 -0.545  0.59
H108 3.423 -8.045 -0.222  0.59
H109 5.319 -3.609 0.405  0.34
H110 4.092 -2.765 -0.575  0.27
H111 5.053 -4.075 -1.283  0.47
C73 5.130 1.039 10.645  -0.83
N15 5.326 1.121 9.162  0.04
C74 4.373 1.767 8.394  -0.27
C75 4.435 1.693 7.003  -0.70
C76 5.513 1.104 6.375  0.63
C77 6.509 0.383 7.213  -0.82
C78 6.361 0.490 8.582  -0.40
C79 5.534 0.882 4.847  1.05
C80 6.773 0.768 4.234  -0.77
C81 6.774 0.472 2.876  -0.60
N16 5.575 0.336 2.186  0.17
C82 4.411 0.604 2.730  0.60
C83 4.333 0.828 4.098  -0.48
C84 5.677 -0.047 0.732  -1.11
H112 5.909 1.653 11.094  0.37
H113 5.202 0.007 10.989  0.37
H114 4.136 1.413 10.891  0.27
H115 3.555 2.200 8.950  0.40
H116 3.637 2.123 6.415  0.61
H117 7.352 -0.077 6.719  0.47
H118 7.153 0.102 9.205  0.48
H119 7.629 0.866 4.887  0.65
H120 7.704 0.317 2.348  0.52
H121 3.510 0.576 2.137  -0.21
H122 3.366 0.857 4.579  0.38
H123 6.048 -1.059 0.566  0.37
H124 6.437 0.581 0.267  0.58
H125 4.651 -0.013 0.366  0.11
N17 2.512 -1.527 -7.434  -0.49
S1 2.254 -0.891 -5.899  1.26
O3 2.807 -1.455 -4.689  -0.45
O4 0.977 -0.167 -5.890  -0.59
F1 3.257 0.350 -6.036  -0.32
S2 2.454 -2.968 -6.996  1.19
O5 1.121 -3.459 -6.627  -0.61
O6 3.692 -3.522 -6.405  -0.62
F2 2.654 -3.663 -8.412  -0.31
N18 5.765 3.496 -3.767  -0.51
S3 5.225 4.541 -2.634  1.13
O7 4.154 4.213 -1.698  -0.47
O8 5.036 5.828 -3.289  -0.72
F3 6.548 4.773 -1.693  -0.31
S4 5.061 2.265 -3.266  1.03
O9 3.662 2.188 -3.754  -0.35
O10 5.372 1.638 -2.001  -0.41
F4 5.928 1.449 -4.412  -0.38
N19 -3.951 0.251 -4.900  -0.67
S5 -2.404 0.105 -4.234  0.83
O11 -2.288 -0.671 -3.015  -0.07
O12 -1.476 1.183 -4.503  -0.29
F5 -1.781 -0.960 -5.224  -0.32
S6 -4.482 0.962 -3.668  1.32
O13 -3.811 2.176 -3.198  -0.61
O14 -5.100 0.004 -2.726  -0.72
F6 -5.701 1.614 -4.455  -0.34